{
  "formula": "C30H52Cl2N5O3P2",
  "method": "the ωB97M-V functional and the def2-TZVPD basis",
  "species": ["C", "C", "C", "C", "C", "N", "C", "C", "C", "C", "C", "C", "C", "O", "O", "N", "C", "C", "C", "N", "C", "C", "C", "C", "C", "C", "C", "O", "P", "N", "C", "C", "P", "N", "H", "H", "H", "H", "H", "H", "H", "H", "H", "H", "H", "H", "H", "H", "H", "H", "H", "H", "H", "H", "H", "H", "H", "H", "H", "H", "H", "H", "H", "H", "H", "H", "H", "H", "H", "H", "H", "H", "H", "H", "H", "H", "H", "H", "H", "H", "H", "H", "Cl", "C", "C", "Cl", "C", "C", "C", "C", "H", "H", "H", "H"],
  "xyz": [[-4.5720, 1.6106, 5.8132], [-3.7674, 1.8799, 4.9791], [-2.8647, 2.2112, 3.8706], [-3.5973, 1.9143, 2.5316], [-3.2246, 0.5212, 1.9366], [-2.3350, 0.5078, 0.7967], [-1.0293, 1.0807, 0.9737], [-0.9594, 2.6362, 0.9214], [0.0660, 0.3942, 0.1348], [0.8455, -0.5296, 1.0753], [1.9478, 0.2892, 1.8271], [3.1937, -0.5773, 2.0254], [2.8748, -1.8170, 2.8342], [2.6055, -1.7628, 3.9987], [2.8750, -3.0128, 2.1985], [-0.4301, -0.2802, -1.1803], [0.6649, -0.0547, -2.1731], [2.0284, -0.5725, -1.7556], [3.2299, 0.0356, -2.0926], [-0.6137, -1.6478, -0.9105], [-0.2039, -2.7125, -1.7925], [-0.8526, -4.0648, -1.3897], [-1.6483, -4.7191, -2.5284], [-1.7417, 0.3862, -1.6675], [-1.4447, 1.7941, -2.2153], [-2.4406, 2.8937, -2.5751], [-3.3403, 2.6586, -3.7962], [-1.5395, 3.9604, -2.9671], [-2.4085, -0.5530, -3.1989], [-1.5427, -0.3151, -4.4850], [-2.8528, 0.2428, -0.5471], [-4.0746, 1.1916, -0.7451], [-3.8301, -1.4225, -0.5636], [-5.1235, -1.3618, -1.4631], [-5.4321, 1.2600, 6.3370], [-2.6877, 3.2852, 3.9504], [-1.9471, 1.6322, 3.9743], [-4.6565, 1.9074, 2.7820], [-3.4650, 2.7218, 1.8156], [-2.7339, -0.0119, 2.7593], [-4.1714, 0.0159, 1.7908], [-0.7764, 0.8938, 2.0206], [0.0777, 2.9363, 0.7512], [-1.2344, 3.0684, 1.8787], [-1.5636, 3.0587, 0.1219], [0.7452, 1.1886, -0.1561], [0.2104, -0.9508, 1.8570], [1.3358, -1.3697, 0.6029], [1.5311, 0.5335, 2.8051], [2.2064, 1.2061, 1.2994], [4.0286, -0.0158, 2.4372], [3.5088, -0.9017, 1.0248], [3.3370, -2.9404, 1.3546], [0.3917, -0.4327, -3.1677], [0.8485, 0.9967, -2.3240], [2.1483, -1.4988, -1.2023], [3.6319, 0.0322, -3.1034], [3.7746, 0.5104, -1.2795], [-1.1163, -1.8878, -0.0762], [0.8694, -2.9285, -1.8093], [-0.4530, -2.5579, -2.8448], [-0.0814, -4.7691, -1.0859], [-1.4683, -3.9132, -0.4993], [-1.5905, -5.7995, -2.3918], [-1.1924, -4.5191, -3.4959], [-2.7103, -4.4780, -2.5026], [-0.6682, 2.2633, -1.6088], [-0.9099, 1.6602, -3.1627], [-3.0058, 3.3350, -1.7583], [-2.7902, 2.1667, -4.5930], [-3.5796, 3.6543, -4.1686], [-4.2973, 2.1961, -3.5613], [-2.0118, 4.7938, -2.8796], [-3.7326, -0.1326, -3.3670], [-2.4406, -1.9285, -2.9346], [-2.0722, 0.1113, -5.2336], [-4.9477, 0.8378, -0.2000], [-3.8215, 2.1665, -0.3447], [-4.3701, 1.2115, -1.7860], [-4.1832, -1.6838, 0.7728], [-3.0159, -2.5037, -0.9321], [-5.0773, -2.0900, -2.1693], [8.0626, -0.4345, -0.7989], [8.0139, -0.3431, 0.9265], [7.0880, 0.4525, 1.5849], [5.9219, 1.3901, 0.7089], [7.0786, 0.5089, 2.9709], [7.9932, -0.2313, 3.7003], [8.9180, -1.0314, 3.0430], [8.9277, -1.0861, 1.6596], [6.3567, 1.1329, 3.4800], [7.9847, -0.1835, 4.7804], [9.6326, -1.6128, 3.6088], [9.6479, -1.7077, 1.1465]],
  "mulliken_charge": [0.1209, -1.1495, -0.1655, -0.8573, -1.1144, 0.6845, -0.3120, -1.5687, -1.0815, -1.2292, -0.9751, -0.0226, 0.3755, -0.5664, -0.5155, 1.3286, -0.8229, -0.5262, -1.1116, -0.5396, -0.7025, -0.6260, -1.3056, 1.5632, -2.2229, -0.1241, -1.6392, -0.6018, -0.0102, -0.8326, -0.2521, -1.7287, 0.4506, -0.8234, 0.4332, 0.4435, 0.1936, 0.5382, 0.3104, 0.7589, 0.5249, 0.8713, 0.4022, 0.3223, 0.3112, 0.4012, 0.8265, 0.3143, 0.4781, 0.4451, -0.0019, 0.2202, 0.3839, 0.5521, 0.8836, 0.2594, 0.3202, 0.2372, 0.5430, 0.0826, 0.5726, 0.4914, 0.3995, 0.4029, 0.3777, 0.2457, 0.7017, 0.8112, 0.6756, 0.2256, 0.5134, 0.3575, 0.4411, 0.3298, 0.1292, 0.3222, 0.5895, 0.3903, 0.4251, 0.0825, 0.0420, 0.3128, -0.1991, 0.1736, 0.4552, -0.1572, -0.3581, -0.6006, -0.4792, -0.4241, 0.4109, 0.3891, 0.3844, 0.4145],
  "lumo_ev": -3.5,
  "charge": 1,
  "energy_ha": -3276.2819,
  "gap_ev": 7.58
}